An isolated molecule of C29H25ClFN5O5 at a distorted geometry, computed with ωB97M-V with the def2-TZVPD basis set.

The geometry in XYZ format:
```
66
Properties=species:S:1:pos:R:3:lowdin_charge:R:1
C -0.80103 1.51004 -5.00749 -0.05
C 0.26867 2.36305 -4.34306 -0.20
H 0.06286 3.42782 -4.48871 0.13
H 1.26597 2.12570 -4.72687 0.12
O 0.24671 2.13253 -2.93343 0.01
C 1.31703 1.61101 -2.35414 -0.46
O 2.37725 1.41084 -2.89769 0.11
C 1.08479 1.32478 -0.91194 -0.02
C 2.13258 1.35872 -0.05011 0.08
C 1.93399 1.09507 1.32383 -0.06
C 0.62804 0.87169 1.79395 -0.21
N 0.36366 0.67731 3.09383 0.18
C 1.34722 0.66955 3.95751 -0.23
N 2.66628 0.85302 3.60160 0.11
C 3.65654 0.83246 4.53318 -0.02
C 3.39369 0.63225 5.84813 -0.05
C 2.05594 0.44032 6.25885 -0.04
C 1.06056 0.45941 5.33227 0.02
H 0.02460 0.31740 5.59040 0.12
H 1.83452 0.28070 7.30243 0.11
H 4.19677 0.62076 6.56531 0.11
H 4.64716 0.98877 4.12945 0.13
C 3.04139 1.08386 2.23031 -0.35
O 4.21249 1.23794 1.95943 0.08
N -0.41521 0.83717 0.92982 0.08
C -0.23457 0.94484 -0.44874 -0.19
N -1.12529 0.62477 -1.28886 0.23
C -2.39743 0.25321 -1.46699 -0.45
O -3.35617 1.00606 -1.47011 0.07
C -2.51144 -1.17681 -1.83462 -0.02
C -3.64489 -1.85774 -2.21926 -0.23
O -3.33089 -3.13977 -2.43564 0.04
N -2.01028 -3.33420 -2.20595 0.14
C -1.50174 -2.18627 -1.84837 -0.22
C -0.07493 -2.03673 -1.53070 -0.13
C 0.85029 -1.73976 -2.52590 -0.21
C 2.19915 -1.59099 -2.26569 0.00
C 2.64753 -1.74410 -0.96606 -0.06
C 1.75860 -2.04110 0.05236 -0.11
C 0.41156 -2.18446 -0.23528 -0.59
Cl -0.69653 -2.54661 1.03766 0.78
H 2.10315 -2.16690 1.06685 0.11
H 3.69554 -1.62514 -0.74297 0.12
H 2.87208 -1.34269 -3.06949 0.13
F 0.40694 -1.58385 -3.78490 0.09
C -5.03809 -1.40250 -2.41124 0.02
H -5.71059 -1.97006 -1.76985 0.09
H -5.09529 -0.34456 -2.17002 0.08
H -5.34270 -1.56303 -3.44424 0.09
C -1.76149 0.69314 1.45539 -0.13
H -1.66788 0.33603 2.48087 0.12
H -2.29527 -0.05581 0.86684 0.11
C -2.53112 2.02097 1.42662 -0.40
C -1.83633 3.06769 2.29166 -0.06
H -2.40804 3.99236 2.29094 0.08
H -0.83902 3.28864 1.91605 0.07
H -1.74721 2.71442 3.31707 0.08
C -3.95739 1.77237 1.90686 -0.06
H -3.95792 1.35483 2.91180 0.08
H -4.46298 1.08181 1.23713 0.07
H -4.51670 2.70389 1.91786 0.08
H -2.57532 2.37821 0.39343 0.12
H 3.12637 1.59502 -0.39947 0.14
H -1.76441 1.70270 -4.54232 0.08
H -0.56566 0.45526 -4.89634 0.06
H -0.85756 1.75150 -6.06507 0.08
```

HOMO-LUMO gap = 7.5398 eV
Energy above the lowest of the compared OMol25 structures with the same formula, charge and spin = 0.0 kcal per mole
E_HOMO = -8.34 eV
SMILES string = CCOC(=O)c1cc2c(=O)n3ccccc3nc2n(CC(C)C)/c1=N\C(=O)c1c(-c2c(F)cccc2Cl)noc1C